Below is C4H9ClO in the gas phase in a non-equilibrium geometry, with properties calculated with ωB97M-V/def2-TZVPD.

**Orbital gap**: 10.88 eV
**Structure (SMILES)**: COC(C)(C)Cl
**Energy above the lowest of the compared OMol25 structures with the same formula, charge and spin**: 162.9 kJ/mol
**E_HOMO**: -10.0 eV
**E_tot**: -693.17661 Ha

```
15
Properties=species:S:1:pos:R:3:forces:R:3
C -1.862 -1.067 -0.350 0.471 2.418 -0.614
O -1.009 -0.459 0.615 2.640 -0.920 -0.189
C 0.032 0.527 0.232 -0.334 -0.773 0.634
C 0.890 0.687 1.497 -2.167 -0.261 -1.933
C 0.946 0.441 -1.021 -0.043 -4.728 4.211
Cl -0.927 1.977 0.043 -0.910 1.794 -0.465
H -2.783 -1.206 0.174 -0.792 0.098 0.071
H -1.617 -2.020 -0.803 0.924 -0.161 0.095
H -1.909 -0.250 -1.099 -0.892 -0.937 -0.301
H 0.441 0.162 2.262 -1.031 -1.068 1.747
H 1.841 0.350 1.370 2.774 -0.970 -0.513
H 0.865 1.692 1.700 0.397 2.346 0.839
H 0.453 0.420 -1.877 -2.593 0.067 -3.834
H 1.406 -0.602 -0.926 -0.052 1.379 -0.220
H 1.667 1.171 -1.082 1.609 1.717 0.471
```
Forces are in eV/Å.

=====

Below is C4H9ClS in the gas phase in a non-equilibrium geometry, with properties calculated with ωB97M-V/def2-TZVPD.

**Orbital gap**: 10.00 eV
**Structure (SMILES)**: C[C@@H](CS)CCl
**Energy above the lowest of the compared OMol25 structures with the same formula, charge and spin**: 106.7 kJ/mol
**E_HOMO**: -9.2 eV
**E_tot**: -1016.14772 Ha

```
15
Properties=species:S:1:pos:R:3:forces:R:3
C 0.960 -0.901 -0.462 3.486 4.624 -4.662
C 0.192 0.423 -0.213 -1.360 -2.858 2.335
C -1.326 0.152 -0.204 -0.809 1.174 1.265
S -1.965 -0.488 -1.755 -0.025 -0.228 -0.007
C 0.579 0.807 1.184 2.165 2.755 0.210
Cl 0.355 2.637 1.413 -0.154 -0.694 0.059
H 2.029 -0.727 -0.151 -0.924 -0.181 -0.210
H 0.699 -1.770 -0.064 -1.909 -3.546 1.999
H 1.082 -1.024 -1.612 -0.438 -0.128 1.852
H 0.422 1.171 -0.894 0.801 1.258 -1.267
H -2.013 0.994 0.237 1.550 -1.211 -1.188
H -1.426 -0.653 0.514 -0.369 -0.184 0.242
H -1.400 -1.676 -1.473 -0.248 -0.010 -0.543
H 0.169 0.371 2.043 -1.647 -0.900 0.721
H 1.644 0.686 1.436 -0.119 0.129 -0.805
```
Forces are in eV/Å.

=====

Copy entry 2 word for word.
Below is C4H9ClS in the gas phase in a non-equilibrium geometry, with properties calculated with ωB97M-V/def2-TZVPD.

**Orbital gap**: 10.00 eV
**Structure (SMILES)**: C[C@@H](CS)CCl
**Energy above the lowest of the compared OMol25 structures with the same formula, charge and spin**: 106.7 kJ/mol
**E_HOMO**: -9.2 eV
**E_tot**: -1016.14772 Ha

```
15
Properties=species:S:1:pos:R:3:forces:R:3
C 0.960 -0.901 -0.462 3.486 4.624 -4.662
C 0.192 0.423 -0.213 -1.360 -2.858 2.335
C -1.326 0.152 -0.204 -0.809 1.174 1.265
S -1.965 -0.488 -1.755 -0.025 -0.228 -0.007
C 0.579 0.807 1.184 2.165 2.755 0.210
Cl 0.355 2.637 1.413 -0.154 -0.694 0.059
H 2.029 -0.727 -0.151 -0.924 -0.181 -0.210
H 0.699 -1.770 -0.064 -1.909 -3.546 1.999
H 1.082 -1.024 -1.612 -0.438 -0.128 1.852
H 0.422 1.171 -0.894 0.801 1.258 -1.267
H -2.013 0.994 0.237 1.550 -1.211 -1.188
H -1.426 -0.653 0.514 -0.369 -0.184 0.242
H -1.400 -1.676 -1.473 -0.248 -0.010 -0.543
H 0.169 0.371 2.043 -1.647 -0.900 0.721
H 1.644 0.686 1.436 -0.119 0.129 -0.805
```
Forces are in eV/Å.